Version w
The following is a DFT calculation (wB97M-V/def2-TZVPD) of a gas-phase ion, C6H9N2O (charge +1).

Each line ends with the natural charge from an NBO analysis.
Geometry (Å):
C  -0.555  -0.486  2.084  -0.337
C  -1.709  -0.586  1.370  0.002
C  0.477  -0.281  1.169  0.407
C  2.314  0.517  -0.958  0.175
C  2.604  -0.291  0.239  -0.210
C  -2.220  -0.458  -1.087  -0.419
N  -0.002  -0.272  -0.029  -0.358
N  -1.327  -0.462  0.060  -0.151
O  1.824  -0.294  1.331  -0.426
H  -0.530  -0.596  3.091  0.244
H  -2.650  -1.063  1.671  0.252
H  3.101  0.414  -1.639  0.214
H  1.392  1.075  -1.037  0.272
H  2.816  -1.370  -0.208  0.330
H  3.669  -0.107  0.358  0.311
H  -1.750  0.062  -1.942  0.231
H  -2.410  -1.508  -1.421  0.225
H  -3.174  0.066  -0.787  0.237

For the orbital gap (spin up / spin down), the calculation gives 5.89 / 5.89 eV. As for the spin multiplicity: 1. As for the net charge: +1.


Version x
The following is a DFT calculation (wB97M-V/def2-TZVPD) of a gas-phase ion, C6H9N2O (charge +1).

Each line ends with the natural charge from an NBO analysis.
Geometry (Å):
C  0.563  1.641  0.995  -0.282
C  0.885  1.466  -0.400  0.163
C  -0.179  0.601  1.566  0.134
C  -0.564  -0.533  -0.577  0.312
C  0.417  0.621  -2.716  -0.427
C  -1.084  -1.674  1.655  0.099
N  0.119  0.583  -1.172  -0.392
N  -0.473  -0.511  0.885  -0.379
O  -0.631  -2.768  0.830  -0.687
H  0.928  2.414  1.586  0.267
H  1.488  2.077  -1.066  0.242
H  0.045  0.181  2.668  0.251
H  -0.245  1.413  -3.216  0.245
H  1.433  1.148  -2.799  0.225
H  0.258  -0.407  -3.339  0.291
H  0.227  -3.341  1.082  0.515
H  -2.109  -1.588  1.323  0.214
H  -1.079  -1.322  2.694  0.209

For the orbital gap, the calculation gives 8.30 eV. As for the spin multiplicity: 1. As for the net charge: +1.


Quick look at relative energies in hartree: version w 0.0000; version x 0.0253.


Version w
The following is a DFT calculation (wB97M-V/def2-TZVPD) of a gas-phase ion, C6H9N2O (charge +1).

Each line ends with the natural charge from an NBO analysis.
Geometry (Å):
C  -0.454  -0.964  -0.338  0.394
C  1.862  -0.529  0.100  -0.040
C  1.562  1.013  0.068  0.562
C  3.164  -0.802  0.130  -0.270
C  0.119  1.313  0.196  -0.384
C  -2.213  0.699  -0.066  -0.398
N  -0.814  0.251  0.050  -0.341
N  0.797  -1.394  -0.227  -0.510
O  2.445  1.808  -0.002  -0.455
H  -1.283  -1.697  -0.678  0.257
H  3.746  -1.760  0.194  0.237
H  3.910  -0.009  0.175  0.255
H  -0.158  1.940  1.166  0.275
H  0.115  2.202  -0.456  0.286
H  -2.278  1.377  0.783  0.233
H  -2.559  1.039  -0.946  0.226
H  -2.981  -0.209  0.113  0.230
H  0.904  -2.271  -0.691  0.442

For the orbital gap, the calculation gives 9.46 eV. As for the spin multiplicity: 1. As for the net charge: +1.


Version x
The following is a DFT calculation (wB97M-V/def2-TZVPD) of a gas-phase ion, C6H9N2O (charge +1).

Each line ends with the natural charge from an NBO analysis.
Geometry (Å):
C  -2.973  -0.929  -0.045  -0.304
C  -3.468  0.255  0.267  0.208
C  -1.573  -1.363  -0.441  0.079
C  -0.941  1.323  0.096  0.590
C  2.189  -0.247  0.401  -0.642
C  1.406  0.843  -0.374  -0.239
N  -0.429  -0.854  -0.598  -0.224
N  0.053  0.458  -0.222  -0.226
O  -2.229  1.335  0.290  -0.500
H  -3.760  -1.796  -0.060  0.291
H  -4.413  0.810  0.435  0.289
H  -1.411  -2.428  -0.932  0.267
H  -0.405  2.381  0.132  0.207
H  1.783  -1.281  0.423  0.243
H  3.178  -0.293  0.054  0.236
H  2.398  -0.103  1.461  0.232
H  1.825  0.844  -1.337  0.241
H  1.656  1.887  0.072  0.251

For the orbital gap, the calculation gives 9.11 eV. As for the spin multiplicity: 1. As for the net charge: +1.


Quick look at relative energies in hartree: version w 0.0000; version x 0.1273.